# 1
This record from OMol25 describes a 6-piece molecular cluster, C4H20NO5 overall at a distorted geometry. The level of theory is ωB97M-V with the def2-TZVPD basis set.

Structure (ORCA input):
```
! RIJCOSX wB97M-V def2-TZVPD def2/J DEFGRID3
* xyz 2 2
C -0.81246 0.60740 1.71828
N 0.26811 0.15607 0.86099
C 0.25795 -1.33200 0.90771
C -1.18772 -1.65683 0.54756
C -1.90697 -0.59317 1.37650
H -0.66425 0.46495 2.77410
H -1.36699 1.49751 1.28674
H 1.24034 0.40262 1.24397
H 0.17717 0.57478 -0.10235
H 0.60390 -1.89132 1.78466
H 0.91161 -1.81464 0.14068
H -1.47546 -1.66643 -0.48141
H -1.56234 -2.53048 1.07106
H -2.07930 -1.07548 2.35770
H -2.83728 -0.09652 1.12777
H -1.87016 1.79500 -3.97356
H -3.04314 1.00947 -3.56932
O -2.26074 1.42368 -3.16670
H 3.27099 1.50235 2.28645
H 2.22426 2.65142 2.47680
O 2.33345 1.70491 2.34780
H -1.25324 -0.76185 -2.51327
H -1.45226 -1.69791 -3.58928
O -1.29652 -1.73011 -2.62415
H 4.07494 -0.82100 0.90775
H 3.96944 -2.04421 -0.13605
O 3.51162 -1.34961 0.34025
H -0.29868 2.32557 -1.79563
H 0.89499 2.70051 -0.81136
O 0.30986 1.99568 -1.11040
*
```

For the relative energy (zero: lowest compared OMol25 entry of this formula, charge and spin), the calculation gives 1.4113 eV. The HOMO energy (spin up / spin down) is -17.714 / -17.702 eV.

=====

# 2
This record from OMol25 describes a 8-piece molecular cluster, C4H22BF4N8O7 overall at a distorted geometry. The level of theory is ωB97M-V with the def2-TZVPD basis set.

Structure (ORCA input):
```
! RIJCOSX wB97M-V def2-TZVPD def2/J DEFGRID3
* xyz -1 1
B 0.31520 0.71678 -0.32828
F 1.20299 -0.06100 -1.04090
F -0.76762 -0.13354 -0.11140
F 0.90435 0.97562 0.84901
F 0.16568 1.79529 -1.12431
C 0.90804 -3.05210 1.22445
O 1.27669 -3.96462 1.94742
N -0.29501 -2.64871 0.99592
N 1.71911 -2.36446 0.49929
H -1.00740 -3.28999 1.31429
H -0.42890 -1.75361 0.54762
H 2.64660 -2.70458 0.28906
H 1.34169 -1.43238 0.40505
C 4.54582 1.62374 -1.05794
O 5.60394 2.17530 -1.18098
N 3.83477 1.39132 -0.00743
N 4.04781 1.02055 -2.14287
H 4.17496 1.77547 0.86251
H 2.88334 1.06315 -0.09222
H 3.33272 0.33089 -1.96090
H 4.51006 1.05970 -3.04003
C -2.87570 -1.46186 3.00248
O -2.17972 -1.46389 4.00899
N -3.52475 -2.49701 2.66184
N -3.03864 -0.53674 2.11337
H -3.38567 -3.40440 3.08303
H -4.03816 -2.37966 1.80002
H -2.50879 0.32068 2.04865
H -3.54688 -0.66185 1.24958
C -1.82528 3.16247 1.35918
O -2.68737 3.76661 2.01630
N -0.63693 2.80176 1.76227
N -1.95344 2.89115 0.11279
H -0.29500 3.02553 2.68590
H -0.31674 1.98379 1.26376
H -1.21163 2.47787 -0.43403
H -2.80955 3.15358 -0.35442
O 0.86828 -1.97644 -3.29990
H 0.86642 -1.22395 -3.89151
H 0.38762 -1.67639 -2.52843
O -0.35898 2.02255 -3.69911
H -0.04410 2.08890 -2.79763
H -1.20855 2.46341 -3.68963
O -1.76095 -1.66500 -2.05870
H -1.53742 -2.57574 -1.86678
H -1.29273 -1.15806 -1.39536
*
```

For the relative energy (zero: lowest compared OMol25 entry of this formula, charge and spin), the calculation gives 0.3255 eV. The HOMO energy is -6.880 eV.

=====

# 3
This record from OMol25 describes C4H22FNO13PS2 as an isolated structure at a distorted geometry. The level of theory is ωB97M-V with the def2-TZVPD basis set.

Structure (ORCA input):
```
! RIJCOSX wB97M-V def2-TZVPD def2/J DEFGRID3
* xyz -1 1
O -1.55488 1.62916 -2.72381
P -1.96108 0.45832 -1.84034
O -2.56562 1.10951 -0.42146
O -3.26625 -0.24917 -2.61684
C -0.53920 -0.70429 -1.58477
S -1.02959 -2.35017 -0.89021
O 0.09052 -3.33264 -1.01299
O -2.12381 -2.81642 -1.80470
N -1.71866 -2.20709 0.64167
S -0.59933 -1.73699 1.81125
O 0.81664 -2.08915 1.51276
O -0.98093 -2.47862 3.07298
C -0.63195 0.04830 2.24915
C 0.79638 0.71473 2.28722
C 1.17505 1.38912 0.91569
F 1.87745 2.56904 1.07153
H -2.78836 0.40068 0.20979
H -4.05385 0.24493 -2.34357
H -0.13980 -0.94071 -2.60189
H 0.30438 -0.25023 -1.02316
H -1.26607 0.68068 1.59103
H -1.03896 0.14161 3.28447
H 1.58383 0.01144 2.64298
H 0.76996 1.53055 3.05592
H 0.22429 1.54732 0.34388
H 1.74046 0.62525 0.32425
O 0.46389 4.09049 -3.66656
H -0.24610 3.51291 -3.35051
H 1.13677 4.02570 -2.98158
O 4.15705 -2.82176 1.50975
H 3.29135 -2.42107 1.37523
H 4.00595 -3.46312 2.20880
O 2.27336 -1.01763 -1.50802
H 1.92097 -1.76032 -2.01585
H 3.13470 -1.32963 -1.20875
O 0.99738 -1.42793 5.42362
H 0.32790 -1.67435 4.76439
H 1.31185 -2.27061 5.76011
O -4.77163 2.88283 -1.13486
H -3.95917 2.39471 -0.93575
H -5.24684 2.89699 -0.29943
O 2.94790 1.77822 -3.31225
H 2.34662 1.63227 -4.04960
H 2.78744 1.02714 -2.72955
*
```

For the relative energy (zero: lowest compared OMol25 entry of this formula, charge and spin), the calculation gives 0.0000 eV. The HOMO energy is -7.186 eV.

=====

# 4
This record from OMol25 describes a 7-piece molecular cluster, C4H22NO10 overall at a distorted geometry. The level of theory is ωB97M-V with the def2-TZVPD basis set.

Structure (ORCA input):
```
! RIJCOSX wB97M-V def2-TZVPD def2/J DEFGRID3
* xyz -1 1
O 2.16987 -0.09322 -0.18152
C 1.04159 0.47212 -0.44041
O 0.71281 0.35879 -1.85962
C -0.26267 0.14963 0.31730
C -0.90476 -1.15189 -0.12012
C -2.37337 -1.22734 0.28784
O -2.56565 -1.02595 1.72324
N -0.15710 0.27710 1.76879
H 1.54495 0.39447 -2.34125
H -0.91672 0.97730 0.02166
H -0.88758 -1.35367 -1.18571
H -0.38301 -1.98011 0.36974
H -2.81593 -2.22091 0.23990
H -2.99502 -0.45954 -0.17789
H -2.04189 -0.28736 2.07308
H 0.19525 -0.59085 2.16284
H 2.16798 -1.65319 1.02077
H 2.11705 -3.06050 0.46545
O 1.77878 -2.53000 1.19558
H 0.48058 1.02706 2.00954
H 0.17602 2.91227 0.88040
O -0.21418 3.38933 1.64524
H 2.07484 2.24561 -0.21183
H -0.99627 2.86714 1.85025
O 1.16755 1.96141 -0.27886
H 2.97965 -1.34266 -0.97088
H 2.42823 -2.28324 -2.02504
O 3.16353 -2.21428 -1.41488
H -0.57530 1.19326 -2.61406
H -1.57134 2.18145 -2.03583
O -1.34937 1.75247 -2.86532
H 0.63872 3.32300 -2.69396
H 1.19477 3.58917 -1.31715
O 1.03925 4.02766 -2.16884
H -1.38179 -3.57240 1.98586
H -2.53077 -2.58716 2.32990
O -2.14866 -3.46500 2.55577
*
```

For the relative energy (zero: lowest compared OMol25 entry of this formula, charge and spin), the calculation gives 1.6440 eV. The HOMO energy is -6.273 eV.

=====

# 5
This record from OMol25 describes a 8-piece molecular cluster, C4H22NO9 overall at a distorted geometry. The level of theory is ωB97M-V with the def2-TZVPD basis set.

Structure (ORCA input):
```
! RIJCOSX wB97M-V def2-TZVPD def2/J DEFGRID3
* xyz -1 1
C -1.02370 -0.31115 0.21027
O -0.55941 0.30773 -0.97397
C -0.92618 -1.86868 0.21957
C 0.58980 -2.17525 -0.07780
C 1.46089 -1.76027 1.08692
O 0.99653 -1.49619 2.16801
N -1.77821 -2.42391 -0.79597
H -0.40382 0.07743 1.02039
H -2.02936 0.07140 0.44435
H -1.12664 -2.25819 1.20660
H 0.71625 -3.25134 -0.21468
H 0.69413 -1.67443 -1.03467
H 2.53538 -1.98335 1.01373
H -1.55227 -3.39030 -0.96542
H -1.84843 -1.84894 -1.61801
H -0.47496 1.75655 -3.61183
H -1.21447 1.42603 -2.24014
O -1.20595 2.00198 -3.04095
H 1.35625 0.22983 -1.61576
H 1.52346 1.63670 -1.55513
O 2.11523 0.84445 -1.58483
H 2.60863 0.47214 0.44862
H 3.64947 1.10812 1.33232
O 3.33548 0.24475 1.04563
H -3.48474 0.00521 -2.95915
H -2.17323 0.07054 -2.14745
O -3.13717 -0.08625 -2.06474
H -0.11218 1.86219 -0.51284
H -0.11221 3.15984 -1.25789
O 0.48062 2.67590 -0.66499
H 1.12866 2.49543 1.89412
H 2.10501 3.47389 1.29270
O 1.96493 2.93546 2.07888
H -1.92030 -1.65548 2.85867
H -2.28618 -0.14977 2.70222
O -2.19002 -0.86738 3.33061
*
```

For the relative energy (zero: lowest compared OMol25 entry of this formula, charge and spin), the calculation gives 3.1363 eV. The HOMO energy is -5.397 eV.

=====

# 6
This record from OMol25 describes C4H22O8V as an isolated structure at a distorted geometry. The level of theory is ωB97M-V with the def2-TZVPD basis set.

Structure (ORCA input):
```
! RIJCOSX wB97M-V def2-TZVPD def2/J DEFGRID3
* xyz 0 4
V -20.51889 -23.87461 12.48098
C -18.46851 -26.08718 13.30942
C -19.33686 -25.35627 14.29589
O -20.43559 -24.62048 13.72042
H -19.11331 -26.74562 12.72737
H -17.62150 -26.64689 13.70617
H -17.99981 -25.41987 12.58615
H -18.69868 -24.65158 14.82903
H -19.75579 -26.16285 14.89759
C -18.61392 -22.63999 14.29893
C -19.35654 -21.78093 13.20219
O -20.45810 -22.32776 12.51664
H -17.76892 -22.08257 14.70311
H -18.27407 -23.61616 13.95297
H -19.25690 -22.80323 15.16381
H -18.53187 -21.47721 12.55737
H -19.61642 -20.85560 13.71631
O -21.16459 -23.92120 15.21293
H -20.78612 -24.55831 14.60706
H -20.41066 -23.54361 15.66597
O -21.49448 -26.79382 13.71579
H -22.12664 -26.35773 13.14445
H -20.98881 -26.07955 14.10353
O -19.25161 -24.03243 11.63567
H -18.35702 -24.34342 11.77431
H -19.15122 -23.24034 11.10771
O -17.05796 -26.98439 11.77266
H -17.54650 -27.40424 12.48067
H -17.23820 -26.05022 11.87781
O -21.00424 -25.28318 11.84969
H -21.52121 -25.79169 11.22487
H -20.59768 -25.93973 12.41528
O -17.61168 -23.73768 16.33186
H -17.19160 -22.97174 15.94057
H -18.52560 -23.67854 16.05353
*
```

The HOMO energy (spin up / spin down) is -4.149 / -9.741 eV.

=====

# 7
This record from OMol25 describes a 7-piece molecular cluster, C4H23N2O6 overall at a distorted geometry. The level of theory is ωB97M-V with the def2-TZVPD basis set.

Structure (ORCA input):
```
! RIJCOSX wB97M-V def2-TZVPD def2/J DEFGRID3
* xyz 1 1
C -2.89278 -0.82535 1.82644
C -1.76591 -1.39578 0.93912
C -0.58833 -0.50126 1.07104
C 0.41104 -0.54803 1.92918
N -0.57978 0.65330 0.13744
N -3.33361 0.51389 1.26997
H -3.79484 -1.40898 1.95511
H -2.42532 -0.58364 2.77795
H -2.05469 -1.48567 -0.10572
H -1.48170 -2.36315 1.33629
H 0.52695 -1.43615 2.52834
H 1.21860 0.16656 1.98915
H -1.47564 0.98818 -0.22559
H 0.07531 0.57744 -0.65014
H -0.15388 1.44188 0.62924
H -4.29151 0.36436 1.01458
H -3.29642 1.23464 1.97531
H 0.96414 1.24006 -3.31372
H -0.42363 1.44924 -2.75892
O 0.49634 1.34296 -2.47884
H 2.49101 1.65414 0.02188
H 1.69046 2.10530 -1.10050
O 1.65660 2.11467 -0.13065
H -1.72674 3.73536 -0.59201
H -2.82050 2.75986 -0.02722
O -1.96616 2.81313 -0.46887
H 3.58896 1.44924 -2.85460
H 3.02187 0.16874 -2.28331
O 3.16267 1.09502 -2.06633
H 0.48912 -4.38754 2.15014
H 1.48336 -3.29026 2.45579
O 0.96735 -3.66340 1.73290
H 3.71796 -2.03146 -1.67302
H 2.70536 -3.04820 -2.35709
O 2.98704 -2.13378 -2.28275
*
```

For the relative energy (zero: lowest compared OMol25 entry of this formula, charge and spin), the calculation gives 0.3915 eV. The HOMO energy is -13.008 eV.

=====

# 8
This record from OMol25 describes a 8-piece molecular cluster, C4H23NO10 overall at a distorted geometry. The level of theory is ωB97M-V with the def2-TZVPD basis set.

Structure (ORCA input):
```
! RIJCOSX wB97M-V def2-TZVPD def2/J DEFGRID3
* xyz 0 1
C 2.75072 0.54607 1.56709
C 1.95562 0.60822 0.25319
C 1.69778 2.06000 -0.17315
O 1.76222 2.29763 -1.56486
N 2.63954 -0.19048 -0.78550
C 2.04226 -1.36002 -1.13491
O 0.95978 -1.77165 -0.76793
O 2.82998 -2.08459 -1.96486
H 3.34009 1.44473 1.76732
H 2.07283 0.58543 2.42347
H 3.31202 -0.37054 1.74284
H 1.02181 0.13380 0.50285
H 2.41434 2.74055 0.28464
H 0.69745 2.34217 0.16292
H 1.18885 1.69069 -2.04099
H 3.63776 -0.27280 -0.65016
H 2.39843 -2.94332 -2.06196
O -0.54657 -2.68074 2.15422
H -0.21614 -3.47615 2.57309
H 0.06287 -2.30150 1.50841
O -3.05037 2.21515 1.88090
H -2.86186 2.78165 1.11887
H -2.82592 1.34814 1.52676
O -0.83749 0.67058 3.02994
H -1.01771 0.56321 2.08703
H -1.63649 1.15202 3.28570
O -1.76860 0.35326 -3.41077
H -1.94418 -0.45761 -3.89736
H -0.85152 0.57620 -3.58775
O -2.27066 1.88561 -0.94723
H -2.77870 1.25889 -0.41125
H -2.52316 1.85912 -1.87211
O -2.74888 -0.46580 0.24591
H -2.93635 -0.97899 1.04320
H -2.32062 -1.09803 -0.34836
O -1.56998 -2.90448 -1.36613
H -0.68965 -3.02125 -1.74124
H -1.38951 -2.73520 -0.43187
*
```

As for the SMILES: C[C@@H](CO)NC(=O)O.O.O.O.O.O.O.O. For the relative energy (zero: lowest compared OMol25 entry of this formula, charge and spin), the calculation gives 1.5628 eV. The HOMO energy is -10.408 eV.